1.
{
  "formula": "C3H4OS",
  "method": "wB97M-V/def2-TZVPD",
  "gap_ev": 10.21,
  "homo_energy_ev": -9.4,
  "smiles": "C=CSC=O",
  "lumo_energy_ev": 0.812,
  "total_charge": 0,
  "elements": ["C", "C", "S", "C", "O", "H", "H", "H", "H"],
  "positions_angstrom": [[1.886, 0.211, -0.128], [0.625, 0.296, 0.161], [-0.406, -1.152, -0.005], [-1.983, -0.370, -0.035], [-2.345, 0.787, -0.121], [2.286, -0.770, -0.381], [2.501, 1.030, -0.183], [0.143, 1.148, 0.604], [-2.707, -1.180, 0.088]],
  "atomic_forces_ev_per_a": [[0.27, -2.14, -0.56], [-1.54, -0.68, 0.47], [0.10, 1.18, 0.37], [-1.00, 0.55, 0.11], [1.20, -1.20, 0.13], [0.17, 0.33, -0.33], [1.49, 1.77, 0.34], [-0.25, 0.36, -0.37], [-0.45, -0.17, -0.17]]
}

2.
{
  "formula": "C3H4OS",
  "method": "wB97M-V/def2-TZVPD",
  "gap_ev": 9.28,
  "homo_energy_ev": -9.4,
  "lumo_energy_ev": -0.135,
  "total_charge": 0,
  "elements": ["C", "C", "C", "O", "S", "H", "H", "H", "H"],
  "positions_angstrom": [[-1.488, -0.285, 0.769], [-1.080, -0.357, -0.446], [1.034, 0.432, -0.738], [3.411, 0.354, 0.203], [2.053, -0.222, 0.370], [-2.564, -0.458, 0.779], [-0.887, 0.120, 1.630], [-1.561, -0.869, -1.255], [1.081, 1.283, -1.313]],
  "atomic_forces_ev_per_a": [[-0.25, 1.18, 1.76], [4.70, 0.87, -1.28], [-3.23, -4.19, 3.49], [-0.40, -0.38, 0.69], [-0.43, 1.41, -2.52], [0.05, -0.37, 0.99], [-1.05, -0.48, -1.01], [0.21, 0.35, -0.68], [0.41, 1.62, -1.45]]
}

3.
{
  "formula": "C3H4OS",
  "method": "wB97M-V/def2-TZVPD",
  "s2": 2.024,
  "gap_ev": [6.06, 8.57],
  "homo_energy_ev": [-5.2, -9.8],
  "spin_multiplicity": 3,
  "lumo_energy_ev": [0.825, -1.228],
  "total_charge": 0,
  "elements": ["C", "C", "C", "O", "S", "H", "H", "H", "H"],
  "positions_angstrom": [[0.330, 0.802, 1.208], [-0.162, 0.081, 0.277], [-0.722, -0.046, -1.130], [2.148, -1.466, 0.938], [0.472, -0.995, 1.467], [0.635, 1.784, 1.590], [-1.861, 0.183, -1.022], [-0.605, -1.024, -1.471], [-0.233, 0.680, -1.856]],
  "atomic_forces_ev_per_a": [[0.85, 2.37, 0.41], [-0.83, -0.37, -2.13], [-1.46, 2.74, 1.25], [2.52, -0.10, -0.44], [-2.59, -0.95, 1.00], [0.04, -0.97, -0.11], [1.98, -0.33, -0.50], [0.18, -1.57, -0.56], [-0.68, -0.82, 1.09]]
}

Ordered relative energy (zero: lowest compared OMol25 entry of this formula, charge and spin) results: 20.02 119.07 100.65; unit kcal/mol.